[1]
{
  "formula": "C4H10ClN",
  "method": "the ωB97M-V functional and the def2-TZVPD basis",
  "species": ["C", "C", "C", "C", "N", "Cl", "H", "H", "H", "H", "H", "H", "H", "H", "H", "H"],
  "coordinates": [[-0.753008, -1.777734, -0.513947], [-0.982213, 0.988697, 0.711178], [0.159723, -0.583270, -0.761875], [1.391286, 1.132241, 0.369395], [0.246655, 0.292205, 0.397171], [2.837722, 0.197711, 0.899317], [-1.800157, -1.486981, -0.497254], [-0.616805, -2.509469, -1.306211], [-0.499460, -2.238607, 0.436569], [-0.847559, 1.562987, 1.626118], [-1.301586, 1.669614, -0.092495], [-1.767734, 0.257276, 0.882129], [1.169610, -0.952765, -0.953952], [-0.179101, -0.027042, -1.653666], [1.653303, 1.524354, -0.624171], [1.289325, 1.950784, 1.081692]],
  "forces_ev_per_a": [[0.1390, 0.2219, -0.1091], [0.0454, 0.0205, -0.0641], [-0.0216, -0.1758, 0.0776], [0.0116, 0.0333, 0.0424], [-0.0218, 0.0538, -0.0437], [0.3319, 0.0024, 0.0206], [-0.1151, -0.0414, 0.0087], [-0.0594, -0.0860, -0.0664], [0.0136, -0.0842, 0.0948], [-0.0485, 0.0292, 0.0283], [-0.0756, 0.0189, 0.0053], [-0.1017, 0.0558, 0.0240], [-0.0600, 0.0642, -0.0574], [0.0767, -0.0086, 0.0224], [-0.0684, -0.0273, 0.1486], [-0.0461, -0.0768, -0.1319]],
  "energy_ev": -18322.491,
  "smiles": "CCN(C)CCl",
  "homo_lumo_gap_ev": 9.95,
  "multiplicity": 1,
  "e_above_lowest_kj_mol": 53.3
}

[2]
{
  "formula": "C6H8",
  "method": "the ωB97M-V functional and the def2-TZVPD basis",
  "species": ["C", "C", "C", "C", "C", "C", "H", "H", "H", "H", "H", "H", "H", "H"],
  "coordinates": [[-1.940077, 0.297044, 0.301381], [-0.599487, -1.332353, -1.095221], [-2.564949, 1.117614, 0.938582], [-1.286971, -0.585350, -0.486489], [0.145414, -2.397574, -1.693151], [1.640895, 1.814699, 1.216627], [2.657381, 1.375350, 1.396359], [-3.230529, 1.431447, 1.696522], [-0.161375, -2.198223, -2.772434], [-0.091118, -3.433802, -1.532163], [1.272976, -2.195339, -1.517529], [1.766911, 2.929132, 0.789351], [1.226318, 2.067017, 2.227819], [1.164612, 1.110338, 0.530346]],
  "forces_ev_per_a": [[-1.1838, 1.5675, 0.6602], [0.4162, -1.9736, 0.5818], [0.3531, -1.4375, -0.1677], [-0.2294, 1.0258, 0.4858], [1.7386, 1.5205, -2.5316], [1.7127, 2.5776, 0.3623], [-0.6832, 0.6740, -0.1368], [-0.1166, 0.7017, 0.1280], [1.2211, -0.6826, 0.6886], [-0.3959, -0.1654, 0.7743], [-1.7912, -0.5440, -0.6122], [-0.1468, -2.7469, 0.3474], [-0.2520, -1.0440, -1.0254], [-0.6430, 0.5271, 0.4451]],
  "energy_ev": -6347.112,
  "smiles": "C#CC#CC.C",
  "homo_lumo_gap_ev": 10.06,
  "multiplicity": 1,
  "e_above_lowest_kj_mol": 354.2
}

[3]
{
  "formula": "C5H14OS",
  "method": "the ωB97M-V functional and the def2-TZVPD basis",
  "species": ["C", "C", "C", "C", "S", "C", "H", "H", "H", "H", "H", "H", "H", "H", "H", "H", "H", "H", "H", "H", "O"],
  "coordinates": [[1.968037, -0.426297, -0.329736], [0.493352, -0.469042, 0.129969], [-0.396995, 0.361877, -0.863779], [-1.334300, 1.306171, -0.092861], [-0.542155, 2.445882, 1.062382], [0.240494, 3.621831, -0.103131], [2.358555, 0.567229, -0.142078], [2.076333, -0.787001, -1.350958], [2.504632, -1.205886, 0.227611], [0.004629, -1.434835, 0.220183], [0.569239, -0.035161, 1.120725], [0.295911, 0.975006, -1.438384], [-0.924451, -0.219405, -1.620011], [-2.225622, 0.812411, 0.291210], [-1.801146, 1.972966, -0.844097], [1.105690, 4.136406, 0.294959], [0.426695, 3.107622, -1.043781], [-0.561295, 4.339056, -0.260902], [-2.130896, -6.602801, 1.770656], [-0.939383, -6.062640, 1.060259], [-1.187321, -6.403393, 1.911770]],
  "forces_ev_per_a": [[-0.7973, -2.0365, 0.3002], [-0.0437, 0.5698, -1.2846], [0.9499, 0.5345, 1.6682], [-0.5939, 0.8038, -2.0716], [0.4536, -0.3538, 0.6109], [-1.4940, -0.2573, -0.1179], [0.2560, 0.0072, -0.2310], [0.0295, 0.5815, -0.3517], [0.2733, 0.5439, 0.2512], [0.5739, -0.4725, 0.0605], [-0.7742, 0.2494, 0.1443], [0.0107, 0.2199, -0.1103], [-0.1561, -0.2957, 0.3180], [0.3787, -0.1408, 0.7922], [0.1256, -0.1347, 0.1395], [0.1652, -0.3056, 0.1662], [0.3663, 0.1125, 0.0709], [0.2762, 0.3743, -0.3546], [0.5165, 0.0203, 0.3509], [0.4673, 0.3032, -0.5620], [-0.9833, -0.3234, 0.2108]],
  "energy_ev": -18294.157,
  "smiles": "CCCCSC.O",
  "homo_lumo_gap_ev": 9.22,
  "multiplicity": 1,
  "e_above_lowest_kj_mol": 57.4
}

[4]
{
  "formula": "C12H30F5N3O4TeZr",
  "method": "the ωB97M-V functional and the def2-TZVPD basis",
  "species": ["Zr", "C", "O", "C", "C", "O", "C", "C", "O", "C", "H", "H", "H", "H", "H", "H", "H", "H", "H", "H", "H", "H", "H", "H", "N", "C", "C", "C", "N", "C", "C", "N", "C", "H", "H", "H", "H", "H", "H", "H", "H", "H", "H", "H", "H", "H", "H", "H", "H", "F", "Te", "F", "F", "F", "F", "O"],
  "coordinates": [[-0.716663, -0.564448, -0.090932], [-3.119035, -2.923540, -0.960796], [-1.823125, -2.557137, -0.370393], [-1.059804, -3.757267, -0.064495], [0.291494, -3.328255, 0.449847], [0.723423, -2.120030, -0.297084], [1.230285, -2.332379, -1.667769], [0.138451, -2.055096, -2.674896], [-0.611126, -0.879208, -2.212620], [-1.653165, -0.486953, -3.197707], [-3.698954, -3.466632, -0.218918], [-3.626483, -2.012041, -1.251212], [-2.939529, -3.556894, -1.828431], [-1.575954, -4.346961, 0.693188], [-0.984941, -4.355042, -0.973248], [0.263908, -3.037480, 1.495943], [1.031362, -4.114996, 0.323063], [2.068638, -1.651235, -1.786939], [1.607108, -3.348868, -1.769736], [0.587783, -1.832081, -3.641984], [-0.557754, -2.882789, -2.790430], [-1.156022, -0.045800, -4.057355], [-2.198398, -1.380738, -3.488769], [-2.320218, 0.222990, -2.718547], [2.272441, 4.359959, 2.467030], [2.230509, 3.323530, 1.360482], [2.680749, 1.956001, 1.895251], [2.294279, 0.819921, 0.918250], [1.036297, 0.076504, 1.348172], [2.109777, 1.365869, -0.487134], [0.959822, 2.374461, -0.553116], [-0.324712, 1.620958, -0.865139], [0.840131, 3.222285, 0.732527], [3.203704, 4.410675, 2.899006], [1.603563, 4.168973, 3.220613], [2.068935, 5.302780, 2.113913], [2.943026, 3.692705, 0.622686], [2.241367, 1.768480, 2.881886], [3.762262, 1.942636, 2.035011], [3.094657, 0.085133, 0.914431], [0.535759, 0.646544, 2.031798], [1.329608, -0.736032, 1.892120], [1.915490, 0.550554, -1.191998], [3.041710, 1.816544, -0.830222], [1.135732, 3.052320, -1.385654], [-0.372122, 1.590973, -1.884629], [-1.119317, 2.206503, -0.597795], [0.147592, 2.769924, 1.451922], [0.435680, 4.204720, 0.482510], [-1.399886, -1.173747, 1.788704], [-3.140723, 0.058803, 1.612797], [-4.079202, -1.459773, 1.729436], [-4.128044, 1.547361, 1.644295], [-1.528583, 1.156789, 1.622667], [-2.954058, 0.093609, 3.394421], [-2.737719, -0.003081, -0.164023]],
  "forces_ev_per_a": [[0.1113, 0.6494, -0.1485], [0.0461, 0.0222, -0.0016], [0.2477, -0.3653, 0.0043], [-0.1369, 0.0632, -0.1332], [-0.0233, -0.1114, -0.1314], [0.2766, -0.8228, -0.3830], [0.0631, 0.0263, -0.0261], [0.0074, -0.0379, 0.0268], [0.2311, -0.2049, -0.5093], [0.1314, -0.0002, -0.0413], [-0.0236, -0.0116, 0.0257], [-0.0031, 0.0556, 0.0177], [-0.0038, -0.0123, -0.0148], [-0.0487, -0.0283, 0.0402], [0.0083, -0.0301, -0.0424], [0.0346, 0.1096, 0.0717], [0.1316, 0.0428, 0.0050], [0.0456, 0.0614, 0.0901], [-0.0103, -0.0430, 0.0648], [-0.0387, 0.0400, -0.0798], [-0.1182, 0.0164, 0.0319], [0.0311, 0.0124, -0.0330], [-0.0432, -0.0194, 0.0046], [-0.0155, 0.0379, 0.0617], [-0.0157, -0.0036, -0.0298], [0.0066, -0.0243, 0.0987], [-0.0264, 0.0301, 0.0202], [-0.0231, -0.0846, -0.0001], [-0.0707, 0.3173, 0.1745], [-0.1246, -0.0459, 0.0146], [-0.0272, -0.1149, -0.0233], [0.1046, 0.2987, 0.0456], [-0.0418, 0.0105, 0.0377], [0.0071, -0.0155, -0.0103], [0.0139, 0.0046, 0.0007], [-0.0051, -0.0035, -0.0114], [0.0201, 0.0345, -0.0190], [0.0121, 0.0040, -0.0303], [0.0155, 0.0093, 0.0094], [0.0058, -0.0754, 0.0170], [0.0513, -0.0209, 0.0217], [0.0182, -0.0273, -0.0390], [0.0576, 0.0085, -0.0724], [0.0187, 0.0315, 0.0327], [-0.0165, 0.0254, -0.0713], [-0.0512, -0.0237, -0.0049], [-0.0130, -0.0116, 0.0167], [0.0444, 0.0192, -0.0553], [0.0016, 0.0088, -0.0043], [-0.5699, -0.0657, -0.0417], [1.6433, 0.9157, 1.0118], [-0.8069, -0.4118, -0.1852], [-0.8936, 0.1371, -0.2192], [-0.1478, 0.2018, -0.1139], [-0.1163, -0.1097, 0.6160], [0.0287, -0.4685, -0.0862]],
  "energy_ev": -47713.944,
  "charge": 4,
  "homo_lumo_gap_ev": 9.16,
  "multiplicity": 1,
  "e_above_lowest_kj_mol": 15.5
}